Entry from the OMol25 dataset: an isolated ion of composition C2H6O3P and charge -1 at a distorted geometry (ωB97M-V/def2-TZVPD).

As for the total charge: -1. For the energy above the lowest of the compared OMol25 structures with the same formula, charge and spin, the calculation gives 255.50 kJ/mol. Its gap between HOMO and LUMO is 8.053 eV. The value obtained for the calculated total energy is -17603.3256 eV.

XYZ file:
```
12
Properties=species:S:1:pos:R:3:forces:R:3
C 0.03025 1.96094 -0.19190 -3.5 1.2 -2.0
C 0.16530 -1.74213 0.80145 1.7 0.2 -1.6
O 0.49169 0.88122 0.52389 -0.1 -2.1 0.1
O 0.04410 1.62680 -1.52372 0.8 -0.7 1.4
O -1.53119 -0.33295 -0.91263 -0.7 -0.8 0.3
P -0.11653 -0.27441 -0.50972 1.8 -0.4 1.6
H -1.05605 2.17941 0.14906 0.9 -0.3 -0.2
H 0.52314 2.82612 0.08172 1.9 2.0 0.5
H 0.88636 -0.79463 -1.34648 -0.1 0.4 -0.3
H -0.61133 -1.74781 1.51179 -1.0 0.0 1.0
H 1.16044 -2.02206 1.31298 -1.2 1.1 -0.8
H 0.01380 -2.56051 0.10356 -0.3 -0.5 0.0
```
Positions in Å, forces in eV/Å.

Charges computed using Löwdin, reported in e: C -0.58; C -0.22; O -0.25; O -0.30; O -0.38; P 0.54; H 0.11; H 0.06; H 0.02; H -0.02; H 0.04; H -0.01